Entry from OMol25: C29H29AsN7O7Sr as an isolated structure at a distorted geometry (the ωB97M-V functional and the def2-TZVPD basis).

```
74
Properties=species:S:1:pos:R:3
Sr 0.339 -0.705 -0.192
O -1.224 4.678 0.457
C -1.203 4.599 -0.884
C -1.312 5.782 -1.618
C -1.350 5.757 -2.998
C -1.251 4.553 -3.679
C -1.105 3.384 -2.958
C -1.073 3.379 -1.566
C -0.883 2.076 -0.866
O -0.387 1.114 -1.493
N -1.340 2.015 0.386
N -1.066 0.845 0.980
C -1.806 0.395 1.920
C -1.466 -0.870 2.530
C -2.328 -1.498 3.438
C -1.947 -2.689 4.024
C -0.711 -3.226 3.691
C 0.059 -2.560 2.746
N -0.301 -1.426 2.181
H -1.225 3.755 0.804
H -1.379 6.713 -1.076
H -1.453 6.682 -3.545
H -1.288 4.532 -4.760
H -1.035 2.436 -3.468
H -2.713 0.909 2.252
H -3.285 -1.048 3.663
H -2.602 -3.190 4.727
H -0.355 -4.139 4.145
H 1.021 -2.947 2.436
O -1.576 -1.956 -0.410
C -0.966 -2.581 -1.283
O 0.256 -2.542 -1.494
C -1.760 -3.496 -2.193
C -1.713 -3.300 -3.568
C -2.388 -4.156 -4.423
C -3.084 -5.234 -3.913
C -3.126 -5.424 -2.535
C -2.488 -4.548 -1.664
N -3.831 -6.559 -2.018
O -3.849 -6.730 -0.814
O -4.378 -7.306 -2.812
H -1.138 -2.472 -3.953
H -2.360 -3.996 -5.490
H -3.590 -5.936 -4.557
H -2.550 -4.699 -0.596
O 2.241 -0.337 0.754
N 2.638 0.718 1.370
C 2.678 0.739 2.681
C 2.345 -0.320 3.558
N 2.117 -1.187 4.279
C 3.142 1.900 3.328
N 3.523 2.815 3.912
C 3.571 -2.191 -3.842
C 4.005 -0.993 -3.006
As 2.435 0.005 -2.241
C 1.661 0.742 -3.926
C 2.561 1.516 -4.876
C 3.516 1.566 -1.648
C 2.652 2.754 -1.244
H 4.426 -2.794 -4.160
H 3.037 -1.860 -4.735
H 2.901 -2.823 -3.255
H 4.644 -0.321 -3.591
H 4.594 -1.341 -2.151
H 0.850 1.388 -3.588
H 1.201 -0.100 -4.453
H 2.965 2.398 -4.382
H 2.001 1.849 -5.752
H 3.390 0.902 -5.224
H 4.228 1.840 -2.437
H 4.086 1.233 -0.776
H 2.017 3.078 -2.071
H 3.266 3.598 -0.922
H 2.015 2.460 -0.408
```

## Properties
relative energy (zero: lowest compared OMol25 entry of this formula, charge and spin) = 1.847 eV
molar mass = 750.13 g/mol
total charge = -1
LUMO = 0.0482 hartree
HOMO energy = -5.749 eV
electronic energy = -4298.986804 Eh